Run one
{
  "formula": "C4H11N2OS",
  "method": "ωB97M-V/def2-TZVPD",
  "total_charge": 1,
  "orbital_gap_ev": 8.85,
  "elements": ["C", "C", "C", "C", "N", "N", "O", "S", "H", "H", "H", "H", "H", "H", "H", "H", "H", "H", "H"],
  "positions_angstrom": [[1.223, -0.751, 0.117], [-1.268, -0.637, -1.030], [-1.414, 0.606, 1.276], [2.471, 1.598, -0.675], [-0.259, 0.294, -0.739], [1.007, -2.021, 0.467], [-0.542, 1.195, 0.286], [2.705, -0.026, 0.161], [-2.000, 0.068, -1.327], [-0.830, -1.372, -1.848], [-1.750, -1.277, -0.100], [-1.169, 1.337, 2.026], [-0.972, -0.343, 1.603], [-2.326, 0.715, 0.834], [1.391, 1.874, -0.944], [3.059, 1.638, -1.705], [3.031, 2.295, -0.018], [0.069, -2.383, 0.635], [1.655, -2.758, 0.255]],
  "lowdin_charge": [-0.4835, -0.1330, -0.0335, -0.3228, -0.0745, 0.1006, -0.1906, 1.0407, 0.0943, 0.1526, 0.1361, 0.1106, 0.0935, 0.0691, 0.0610, 0.0972, 0.0457, 0.1130, 0.1236]
}


Run two
{
  "formula": "C4H11N2OS",
  "method": "ωB97M-V/def2-TZVPD",
  "total_charge": 1,
  "smiles": "NC(=O)[C@@H]([NH3+])CCS",
  "orbital_gap_ev": 9.56,
  "elements": ["N", "C", "C", "C", "S", "C", "N", "O", "H", "H", "H", "H", "H", "H", "H", "H", "H", "H", "H"],
  "positions_angstrom": [[-0.747, 1.619, -1.163], [0.046, 0.565, -0.438], [-0.881, -0.245, 0.461], [-0.164, -0.824, 1.709], [0.567, 0.517, 2.679], [0.607, -0.307, -1.566], [1.561, -1.178, -1.209], [0.133, -0.193, -2.676], [-0.248, 1.907, -2.010], [-0.920, 2.435, -0.575], [-1.649, 1.235, -1.448], [0.845, 1.055, 0.104], [-1.277, -1.090, -0.090], [-1.723, 0.316, 0.874], [-0.908, -1.347, 2.298], [0.554, -1.588, 1.426], [0.236, 0.065, 3.893], [1.890, -1.810, -1.924], [2.075, -1.131, -0.346]],
  "lowdin_charge": [0.2329, -0.2332, -0.2110, -0.5426, 0.7452, -0.5084, 0.2219, 0.0928, 0.1740, 0.1838, 0.1780, 0.1266, 0.1309, 0.1225, 0.0830, 0.0641, -0.1218, 0.1393, 0.1219]
}


The relative energies come out as run one 611.9; run two 0.0, with values in kJ/mol.